Record 1
This record from OMol25 describes a 12-piece molecular cluster, H24O12 overall at a distorted geometry. The level of theory is ωB97M-V/def2-TZVPD.

Values from the calculation:
<S²>   0.754
Multiplicity   2
HOMO energy (spin up / spin down)   -13.32 / -13.31 eV
Relative energy (zero: lowest compared OMol25 entry of this formula, charge and spin)   40.0 kJ/mol
Largest force on an atom   3.17 eV/A
Lowest unoccupied orbital energy (spin up / spin down)   -3.033 / -10.108 eV
Net charge   +1
HOMO-LUMO gap (spin up / spin down)   0.378 / 0.118 Eh

Geometry (Å):
O -1.99 -1.05 2.42
H -2.27 -1.57 3.17
H -1.11 -1.36 2.21
O -0.20 -3.00 1.20
H 0.17 -3.71 0.68
H -1.01 -2.76 0.75
O -0.38 3.26 0.82
H 0.11 3.57 0.05
H -0.87 4.03 1.11
O -0.04 -2.55 -1.93
H 0.09 -3.34 -1.40
H -0.95 -2.29 -1.76
O -2.54 1.24 1.21
H -1.69 1.62 0.98
H -2.31 0.41 1.63
O 3.01 0.05 -0.94
H 2.68 -0.52 -1.64
H 3.87 0.32 -1.24
O 3.29 1.36 1.30
H 3.00 0.62 0.75
H 2.49 1.64 1.75
O -2.33 -1.41 -0.83
H -3.25 -1.43 -1.11
H -2.30 -0.70 -0.18
O 0.77 1.45 2.62
H 0.36 2.26 2.32
H 0.57 0.81 1.93
O 0.08 0.20 0.20
H 0.29 -0.64 -0.20
H -0.22 0.75 -0.52
O 1.82 -1.12 -3.03
H 2.31 -1.88 -3.32
H 0.96 -1.46 -2.78
O -0.94 2.06 -1.96
H -0.95 2.41 -2.85
H -0.52 2.74 -1.43

***

Record 2
This record from OMol25 describes a 12-piece molecular cluster, H24O12 overall at a distorted geometry. The level of theory is ωB97M-V/def2-TZVPD.

Values from the calculation:
<S²>   0.756
Multiplicity   2
HOMO energy (spin up / spin down)   -13.52 / -13.52 eV
Relative energy (zero: lowest compared OMol25 entry of this formula, charge and spin)   108.2 kJ/mol
Largest force on an atom   2.19 eV/A
Lowest unoccupied orbital energy (spin up / spin down)   -3.263 / -10.823 eV
Net charge   +1
HOMO-LUMO gap (spin up / spin down)   0.377 / 0.099 Eh

Geometry (Å):
O -8.93 -18.51 12.77
H -8.93 -19.33 13.26
H -8.63 -17.85 13.39
O -11.53 -16.73 14.46
H -12.48 -16.67 14.38
H -11.33 -16.34 15.31
O -9.05 -16.80 16.44
H -8.55 -16.38 15.74
H -8.57 -17.61 16.63
O -8.53 -13.92 15.31
H -8.49 -12.97 15.26
H -9.03 -14.18 14.53
O -9.80 -14.86 13.16
H -10.37 -14.56 12.44
H -10.10 -15.74 13.35
O -7.43 -16.55 14.07
H -7.46 -15.61 13.90
H -6.51 -16.79 13.94
O -6.46 -19.39 16.10
H -7.27 -19.81 16.40
H -5.87 -20.12 15.90
O -7.31 -14.75 17.94
H -7.09 -15.63 18.25
H -8.06 -14.90 17.35
O -8.90 -20.42 17.10
H -9.35 -20.96 16.45
H -9.46 -19.66 17.23
O -5.60 -17.77 18.14
H -5.77 -18.35 18.88
H -5.80 -18.30 17.37
O -11.32 -16.71 17.71
H -10.63 -16.62 17.05
H -10.92 -17.23 18.40
O -10.02 -18.27 19.56
H -9.22 -17.73 19.52
H -10.42 -18.04 20.40

***

Record 3
This record from OMol25 describes H24O18SV as an isolated structure at a distorted geometry. The level of theory is ωB97M-V/def2-TZVPD.

Values from the calculation:
HOMO energy   -5.60 eV
Relative energy (zero: lowest compared OMol25 entry of this formula, charge and spin)   471.0 kJ/mol
Largest force on an atom   5.64 eV/A
Lowest unoccupied orbital energy   -1.838 eV
Net charge   -1
HOMO-LUMO gap   0.138 Eh

Geometry (Å):
O -3.77 22.41 13.92
V -4.02 23.99 13.92
O -2.86 24.56 14.93
S -7.08 25.53 17.12
O -8.43 25.03 17.27
O -6.29 24.49 16.43
O -7.16 26.73 16.30
O -6.51 25.69 18.45
O -4.54 29.63 16.14
H -5.37 29.16 16.06
H -4.67 30.43 15.64
O -7.83 27.04 22.06
H -7.61 26.40 22.73
H -7.38 26.72 21.27
O -6.40 21.46 18.65
H -6.37 22.34 18.27
H -5.85 20.93 18.08
O -9.05 29.82 17.34
H -8.66 29.11 16.83
H -10.00 29.68 17.27
O -5.20 24.34 22.00
H -5.81 23.63 22.20
H -5.45 24.63 21.12
O -11.07 22.93 19.19
H -10.66 22.08 19.00
H -10.52 23.57 18.73
O -5.04 27.08 13.27
H -4.84 27.99 13.01
H -5.78 27.16 13.87
O -10.05 22.85 14.70
H -9.44 22.16 14.45
H -9.68 23.20 15.51
O -11.62 27.33 17.29
H -11.75 27.79 18.11
H -11.02 26.61 17.50
O -3.72 28.09 19.28
H -3.83 28.46 18.40
H -4.34 27.36 19.31
O -2.40 23.41 19.71
H -2.79 23.90 18.99
H -3.00 23.55 20.45
O -10.42 26.57 13.74
H -9.74 26.80 14.37
H -10.56 25.63 13.88

***

Record 4
This record from OMol25 describes a 13-piece molecular cluster, H25O16S overall at a distorted geometry. The level of theory is ωB97M-V/def2-TZVPD.

Values from the calculation:
HOMO energy   -6.51 eV
Relative energy (zero: lowest compared OMol25 entry of this formula, charge and spin)   227.8 kJ/mol
Largest force on an atom   10.07 eV/A
Lowest unoccupied orbital energy   1.138 eV
Net charge   -1
HOMO-LUMO gap   0.281 Eh

Geometry (Å):
O 0.49 0.23 3.35
H 0.28 0.52 2.45
H -0.14 0.52 3.99
H 0.61 -0.72 3.55
S -0.11 -0.05 -0.31
O -0.06 0.59 1.01
O 1.30 -0.23 -0.53
O -0.82 -1.25 -0.24
O -0.60 0.84 -1.24
O -1.80 2.41 1.75
H -1.07 1.78 1.48
H -2.40 1.87 2.42
O 1.05 2.34 -2.43
H 0.34 1.71 -2.13
H 1.94 2.10 -2.05
O 1.65 2.56 0.97
H 1.48 3.05 0.23
H 1.12 1.72 1.02
O -2.62 2.39 -0.90
H -1.90 1.95 -0.98
H -2.71 2.68 0.09
O -1.68 0.03 -3.45
H -1.09 0.41 -4.20
H -1.43 0.34 -2.47
O -1.47 -2.18 2.25
H -1.43 -1.98 1.28
H -2.30 -1.79 2.47
O 2.41 -2.35 -1.69
H 1.53 -2.59 -1.60
H 2.20 -1.52 -1.10
O 3.21 1.22 -1.51
H 2.53 0.57 -1.03
H 3.87 1.86 -0.95
O 2.67 -0.67 1.70
H 2.12 -0.27 1.04
H 3.06 -1.61 1.49
O -3.24 -1.69 -0.15
H -2.14 -1.79 -0.38
H -3.27 -2.57 -0.37
O -0.16 -3.50 -1.18
H -0.82 -4.23 -0.92
H -0.61 -2.69 -0.75

***

Record 5
This record from OMol25 describes H26KrO13 as an isolated structure at a distorted geometry. The level of theory is ωB97M-V/def2-TZVPD.

Values from the calculation:
HOMO energy   -10.03 eV
Relative energy (zero: lowest compared OMol25 entry of this formula, charge and spin)   19.4 kJ/mol
Largest force on an atom   1.49 eV/A
Lowest unoccupied orbital energy   0.171 eV
HOMO-LUMO gap   0.375 Eh

Geometry (Å):
Kr -0.10 -0.65 0.61
O 1.64 2.19 3.14
H 1.48 2.99 3.65
H 0.91 1.61 3.37
O -2.90 -2.22 -0.56
H -2.79 -1.44 -1.09
H -2.23 -2.83 -0.88
O 3.40 0.84 1.18
H 4.02 1.41 0.72
H 2.94 1.43 1.78
O -0.06 -2.25 4.39
H -0.91 -2.54 4.06
H 0.57 -2.77 3.90
O -1.19 -3.90 -2.21
H -0.35 -3.45 -2.22
H -1.62 -3.61 -3.02
O 3.36 -1.27 -0.77
H 3.36 -0.56 -0.13
H 4.05 -1.04 -1.39
O -0.55 3.12 1.59
H 0.26 2.86 2.02
H -1.02 3.63 2.25
O -3.33 0.61 -1.36
H -3.64 0.63 -2.27
H -2.70 1.33 -1.31
O 1.20 -2.59 -2.04
H 1.67 -3.13 -2.67
H 1.88 -2.30 -1.43
O -0.62 0.46 4.01
H -1.52 0.65 3.74
H -0.66 -0.44 4.33
O 0.07 2.53 -3.02
H -0.49 2.46 -3.80
H 0.08 1.64 -2.66
O 0.30 -0.23 -2.89
H 0.40 -1.03 -2.36
H -0.34 -0.46 -3.56
O -1.89 2.80 -1.17
H -1.61 2.77 -0.25
H -1.07 2.76 -1.67

***

Record 6
This record from OMol25 describes H26Na6O33S5 as an isolated structure at a distorted geometry. The level of theory is ωB97M-V/def2-TZVPD.

Values from the calculation:
HOMO energy   2.75 eV
Largest force on an atom   6.70 eV/A
Lowest unoccupied orbital energy   4.924 eV
Net charge   -4
HOMO-LUMO gap   0.080 Eh

Geometry (Å):
Na 1.60 2.54 3.52
Na -0.23 0.44 -0.37
Na -0.42 3.98 -1.05
Na -2.98 0.53 2.01
Na -3.50 2.67 -0.64
Na -0.77 3.42 -4.18
S -5.77 -0.44 0.71
O -6.94 0.28 1.26
O -4.91 0.49 0.07
O -5.06 -1.13 1.77
O -6.20 -1.37 -0.29
S 2.08 2.62 -2.48
O 1.22 3.78 -2.44
O 2.55 2.44 -3.86
O 3.29 2.95 -1.74
O 1.50 1.48 -1.85
S -2.04 1.09 -2.88
O -3.42 0.91 -2.52
O -1.51 2.26 -2.16
O -1.30 -0.06 -2.43
O -1.92 1.25 -4.34
S 0.89 -3.13 3.09
O -0.15 -3.93 3.66
O 0.35 -1.84 2.71
O 1.83 -2.93 4.16
O 1.54 -3.76 1.95
S -0.91 3.02 1.59
O -1.54 2.11 0.65
O 0.45 3.32 1.06
O -1.59 4.31 1.81
O -0.82 2.37 2.89
O 1.59 0.43 -5.32
H 2.36 0.26 -5.86
H 1.84 1.16 -4.76
O -0.78 -4.10 -2.46
H -0.39 -3.88 -3.31
H -0.08 -3.91 -1.83
O 0.70 -1.56 -3.37
H -0.14 -1.56 -2.91
H 0.85 -0.64 -3.58
O 3.95 -1.76 2.42
H 3.80 -1.02 3.02
H 3.07 -2.11 2.26
O -1.78 -0.67 3.71
H -1.01 -1.01 3.26
H -1.90 -1.26 4.45
O 3.52 1.00 0.16
H 3.02 1.30 -0.60
H 2.86 0.70 0.78
O 0.98 -3.43 -0.61
H 1.70 -2.81 -0.71
H 1.03 -3.70 0.31
O 0.20 0.99 4.83
H -0.29 1.21 4.03
H -0.48 0.83 5.49
O 3.37 3.79 0.80
H 3.64 3.09 0.21
H 2.42 3.86 0.67
O -1.62 -1.35 0.89
H -2.22 -1.96 0.46
H -1.01 -1.92 1.36
O 1.58 0.12 1.88
H 1.11 -0.67 2.14
H 2.20 0.27 2.59
O -2.88 -2.12 -1.64
H -2.15 -2.72 -1.83
H -2.54 -1.26 -1.89
O 2.91 -1.39 -1.41
H 2.84 -0.49 -1.08
H 2.46 -1.37 -2.25

***

Record 7
This record from OMol25 describes H26O13 as an isolated structure at a distorted geometry. The level of theory is ωB97M-V/def2-TZVPD.

Values from the calculation:
HOMO energy   -8.14 eV
Relative energy (zero: lowest compared OMol25 entry of this formula, charge and spin)   3067.0 kJ/mol
Largest force on an atom   17.81 eV/A
Lowest unoccupied orbital energy   -0.702 eV
HOMO-LUMO gap   0.273 Eh

Geometry (Å):
O -0.98 0.90 -1.31
H -1.23 1.46 -2.05
H -0.38 1.44 -0.80
O 2.02 -0.45 0.57
H 2.72 -1.09 0.69
H 2.24 0.27 1.15
O 0.39 1.90 -0.18
H 1.29 1.74 -0.47
H 0.46 1.90 0.78
O 0.65 0.61 -2.79
H 0.23 0.24 -3.57
H -0.07 0.73 -2.17
O 0.55 1.79 1.79
H 1.31 1.22 1.65
H -0.05 1.26 2.32
O 0.01 -0.52 0.05
H 0.59 -0.56 0.81
H 0.39 0.17 -0.49
O 1.91 0.87 -0.91
H 2.19 0.10 -0.42
H 1.94 0.59 -1.83
O -1.28 -0.76 -2.17
H -1.93 -0.48 -2.81
H -1.17 -0.01 -1.59
O -1.52 -1.80 0.68
H -0.64 -1.48 0.47
H -2.04 -1.59 -0.09
O -1.95 0.57 1.08
H -1.78 -0.06 0.38
H -2.83 0.91 0.89
O 0.20 -1.98 -1.61
H 0.41 -1.52 -0.80
H -0.47 -1.43 -2.03
O 0.05 -1.42 2.62
H 0.25 -2.02 1.91
H 0.60 -1.70 3.35
O -0.58 0.38 2.51
H -0.25 -0.52 2.59
H -1.22 0.34 1.80

***

Record 8
This record from OMol25 describes a 13-piece molecular cluster, H26O13 overall at a distorted geometry. The level of theory is ωB97M-V/def2-TZVPD.

Values from the calculation:
HOMO energy   -9.95 eV
Relative energy (zero: lowest compared OMol25 entry of this formula, charge and spin)   521.5 kJ/mol
Largest force on an atom   6.88 eV/A
Lowest unoccupied orbital energy   -0.476 eV
HOMO-LUMO gap   0.348 Eh

Geometry (Å):
O 1.18 3.37 1.42
H 2.09 3.16 1.47
H 0.94 3.59 2.24
O 0.94 -0.53 -0.49
H 1.25 -1.38 -0.82
H 1.72 -0.39 0.16
O -0.70 0.15 -2.25
H -0.58 -0.05 -1.40
H 0.10 0.14 -2.73
O 2.81 1.59 0.56
H 3.59 2.34 0.44
H 3.08 0.68 1.07
O -2.89 -1.93 -2.15
H -2.82 -1.84 -1.12
H -2.80 -0.99 -2.49
O 1.43 -0.31 3.34
H 0.45 -0.65 3.18
H 1.99 -0.89 2.95
O 0.95 -3.31 -2.34
H 0.59 -3.84 -1.69
H 0.31 -2.57 -2.33
O 3.30 -1.18 0.24
H 3.95 -0.96 -0.45
H 3.67 -2.03 0.72
O -3.83 0.70 0.04
H -4.56 0.65 0.60
H -3.01 1.11 0.41
O -2.49 2.16 -2.27
H -3.14 1.46 -1.78
H -2.12 1.53 -2.90
O -0.77 0.17 1.91
H -0.19 0.45 1.10
H -0.69 0.97 2.45
O -0.91 -3.07 1.97
H -1.76 -3.14 1.58
H -0.44 -2.23 1.67
O -0.26 2.14 -0.56
H 0.56 2.33 -0.88
H -0.96 2.62 -0.89

***

Record 9
This record from OMol25 describes a 13-piece molecular cluster, H26O13 overall at a distorted geometry. The level of theory is ωB97M-V/def2-TZVPD.

Values from the calculation:
HOMO energy   -10.15 eV
Relative energy (zero: lowest compared OMol25 entry of this formula, charge and spin)   444.2 kJ/mol
Largest force on an atom   1.70 eV/A
Lowest unoccupied orbital energy   -0.101 eV
HOMO-LUMO gap   0.369 Eh

Geometry (Å):
H -0.38 0.26 -0.50
H 0.99 0.33 0.16
H 0.15 0.66 -2.17
H -0.11 0.51 -3.66
H 4.00 -0.71 -0.21
H 5.14 -0.37 -1.15
H -0.56 -4.05 2.64
H -0.31 -2.90 1.68
H -1.04 -2.31 -2.69
H -1.28 -2.41 -1.19
H -2.81 0.88 -1.02
H -3.32 -0.46 -0.49
H 4.74 1.19 2.78
H 4.51 -0.27 2.44
H 3.90 -2.20 -1.82
H 2.64 -2.32 -2.66
H 1.61 4.30 -1.43
H 1.08 3.13 -0.61
H -3.12 -2.51 0.30
H -3.48 -1.58 1.45
H -2.87 3.82 0.15
H -3.80 3.25 -0.90
H 1.37 2.63 2.04
H 1.32 1.29 2.77
H -4.80 -0.68 2.05
H -3.58 0.22 2.02
O 0.15 -0.14 0.21
O -0.39 0.17 -2.80
O 4.26 -0.09 -0.90
O -0.97 -3.25 2.29
O -0.58 -2.34 -1.84
O -2.63 -0.07 -1.04
O 5.20 0.35 2.69
O 3.08 -1.73 -2.04
O 1.10 3.49 -1.51
O -2.90 -1.66 0.68
O -3.75 3.46 0.04
O 1.87 2.07 2.65
O -4.43 0.08 1.60

***

Record 10
This record from OMol25 describes a 13-piece molecular cluster, H26O13 overall at a distorted geometry. The level of theory is ωB97M-V/def2-TZVPD.

Values from the calculation:
HOMO energy   -9.51 eV
Relative energy (zero: lowest compared OMol25 entry of this formula, charge and spin)   438.2 kJ/mol
Largest force on an atom   2.44 eV/A
Lowest unoccupied orbital energy   -0.573 eV
HOMO-LUMO gap   0.329 Eh

Geometry (Å):
H -1.41 0.41 -0.49
H -0.77 1.24 0.61
H -4.59 0.09 -0.21
H -4.57 1.11 -1.34
H -1.13 -1.37 4.61
H -0.97 -1.28 3.10
H 0.63 -0.69 -2.72
H 0.79 -1.79 -3.75
H 3.32 1.67 -2.91
H 2.94 0.78 -1.74
H 1.14 1.56 2.22
H 0.63 0.20 2.68
H -0.01 -4.44 1.74
H 0.29 -2.98 1.42
H -3.11 -1.84 -3.34
H -3.33 -2.76 -2.15
H 2.91 1.61 1.28
H 3.58 0.71 2.30
H 1.92 4.86 -1.18
H 1.17 3.62 -0.74
H 1.42 -1.98 -1.19
H 1.75 -3.46 -1.22
H 2.22 -0.54 1.87
H 2.45 -0.54 0.37
H -3.27 4.14 0.55
H -4.36 3.55 -0.32
O -0.80 0.34 0.25
O -4.27 0.22 -1.12
O -1.27 -1.87 3.80
O 0.54 -1.64 -2.84
O 3.58 0.86 -2.46
O 0.47 1.14 2.78
O -0.28 -3.54 1.96
O -2.65 -2.47 -2.77
O 2.87 1.35 2.20
O 1.75 3.95 -1.44
O 2.08 -2.60 -1.51
O 2.33 -1.13 1.12
O -3.99 3.50 0.57

***

Record 11
This record from OMol25 describes a 13-piece molecular cluster, H26O13 overall at a distorted geometry. The level of theory is ωB97M-V/def2-TZVPD.

Values from the calculation:
HOMO energy   -10.01 eV
Relative energy (zero: lowest compared OMol25 entry of this formula, charge and spin)   292.1 kJ/mol
Largest force on an atom   3.45 eV/A
Lowest unoccupied orbital energy   -0.722 eV
HOMO-LUMO gap   0.341 Eh

Geometry (Å):
O -0.35 -1.82 -1.72
H 0.06 -1.24 -2.37
H -0.46 -2.67 -2.19
O -0.63 -1.94 3.65
H -0.89 -1.16 3.10
H 0.30 -1.90 3.78
O 1.69 -0.55 2.29
H 1.25 -0.23 3.12
H 0.98 -0.37 1.69
O -2.82 -1.24 -3.28
H -2.12 -0.98 -2.71
H -2.41 -1.49 -4.11
O -2.64 -1.62 0.09
H -2.16 -1.44 -0.67
H -2.16 -2.20 0.62
O 1.01 2.43 1.71
H 1.48 2.31 2.62
H 0.87 3.39 1.76
O 1.69 0.98 -1.78
H 1.17 0.38 -2.33
H 2.11 0.51 -1.03
O 3.50 2.20 0.63
H 2.64 2.27 1.08
H 4.11 2.62 1.18
O -0.09 -0.07 0.43
H 0.59 0.55 0.10
H -0.39 -0.53 -0.37
O -1.92 0.74 -1.57
H -2.76 0.84 -1.98
H -1.84 1.62 -1.21
O 1.75 -3.01 -0.05
H 1.85 -3.21 -0.99
H 0.76 -2.91 0.00
O -0.06 3.27 -1.75
H 0.59 2.59 -1.51
H 0.44 3.76 -2.40
O -1.64 0.10 2.49
H -1.05 0.20 1.72
H -2.42 -0.20 1.96

***

- The highest largest force on an atom belongs to which entry?
  number 7

***

- Which of these has the lowest largest force on an atom?
  H26KrO13

***

- Which of these has the highest largest force on an atom?
  number 7

***

- Which value of largest force on an atom does entry 2 give?
  2.19 eV/A